(1)
Below is a structure of composition C4H10Na, with properties calculated with ωB97M-V with the def2-TZVPD basis set.

CARTESIAN COORDINATES (ANGSTROEM)
C1 0.885 1.326 -0.487
C2 -0.039 -0.118 1.352
C3 -0.384 -0.769 -1.051
C4 0.562 -0.103 -0.053
H1 -0.043 1.922 -0.515
H2 1.340 1.336 -1.491
H3 1.586 1.800 0.221
H4 -0.983 0.453 1.356
H5 -0.251 -1.151 1.675
H6 0.653 0.342 2.078
H7 0.059 -0.780 -2.061
H8 -0.600 -1.809 -0.751
H9 -1.334 -0.210 -1.089
H10 1.508 -0.682 -0.032
Na1 -2.958 -1.559 0.847

max |F|	0.55	eV/A
lowest unoccupied orbital energy	-0.19044	Ha
total charge	+1
frontier orbital gap	9.8	eV
relative energy (zero: lowest compared OMol25 entry of this formula, charge and spin)	0.65	kcal/mol
total energy	-8720.8675	eV
spin multiplicity	1


(2)
Below is an isolated molecule of C4H10O, with properties calculated with ωB97M-V with the def2-TZVPD basis set.

CARTESIAN COORDINATES (ANGSTROEM)
C1 1.974 -0.015 0.182
C2 0.660 -0.450 -0.487
C3 -0.618 0.432 -0.367
C4 -1.741 -0.415 0.220
O1 -0.365 1.558 0.463
H1 1.829 0.239 1.236
H2 2.521 0.811 -0.289
H3 2.633 -0.891 0.154
H4 0.836 -0.650 -1.551
H5 0.446 -1.437 -0.045
H6 -0.929 0.797 -1.363
H7 -1.848 -1.357 -0.329
H8 -1.462 -0.650 1.252
H9 -2.715 0.090 0.218
H10 -1.222 1.938 0.706

max |F|	0.42	eV/A
lowest unoccupied orbital energy	0.03631	Ha
total charge	0
frontier orbital gap	11.1	eV
relative energy (zero: lowest compared OMol25 entry of this formula, charge and spin)	10.44	kcal/mol
total energy	-6357.3501	eV
spin multiplicity	1
SMILES	CC[C@@H](C)O


(3)
Below is a cluster of 2 separate species, C4H10O in total in a non-equilibrium geometry, with properties calculated with ωB97M-V with the def2-TZVPD basis set.

CARTESIAN COORDINATES (ANGSTROEM)
C1 1.096 -2.186 1.442
C2 2.279 -1.584 0.756
H1 1.321 -2.525 2.459
H2 0.291 -1.446 1.509
H3 0.600 -3.107 1.119
H4 2.795 -0.813 1.335
H5 2.197 -1.319 -0.294
H6 3.189 -2.220 0.812
C3 -2.095 3.048 -1.848
C4 -1.687 2.137 -0.960
O1 -2.587 1.205 -0.482
H7 -1.427 3.525 -2.545
H8 -3.168 3.166 -1.905
H9 -0.669 1.762 -0.941
H10 -2.136 0.356 -0.456

max |F|	2.78	eV/A
lowest unoccupied orbital energy	0.02267	Ha
total charge	0
frontier orbital gap	9.7	eV
relative energy (zero: lowest compared OMol25 entry of this formula, charge and spin)	46.69	kcal/mol
total energy	-6355.7782	eV
spin multiplicity	1
SMILES	C=CO.CC


(4)
Below is a cluster of 2 separate species, C4H10O in total in a non-equilibrium geometry, with properties calculated with ωB97M-V with the def2-TZVPD basis set.

CARTESIAN COORDINATES (ANGSTROEM)
C1 2.624 -0.048 -0.795
C2 1.681 0.643 0.163
C3 0.919 1.646 -0.260
C4 1.498 0.022 1.540
H1 2.937 0.685 -1.521
H2 2.138 -0.937 -1.203
H3 3.485 -0.483 -0.276
H4 0.107 2.055 0.286
H5 0.926 1.963 -1.306
H6 0.998 0.684 2.252
H7 2.469 -0.401 1.802
H8 0.804 -0.815 1.429
H9 -6.984 -1.200 -1.339
H10 -7.007 -2.321 -0.257
O1 -6.597 -1.494 -0.514

max |F|	1.17	eV/A
lowest unoccupied orbital energy	0.04092	Ha
total charge	0
frontier orbital gap	10.2	eV
relative energy (zero: lowest compared OMol25 entry of this formula, charge and spin)	23.55	kcal/mol
total energy	-6356.7818	eV
spin multiplicity	1
SMILES	C=C(C)C.O


(5)
Below is an isolated molecule of C4H10O, with properties calculated with ωB97M-V with the def2-TZVPD basis set.

CARTESIAN COORDINATES (ANGSTROEM)
C1 1.872 -0.440 -0.702
O1 0.931 -0.531 0.335
C2 -0.187 0.331 0.184
C3 -1.188 -0.241 -0.818
C4 -0.803 0.482 1.566
H1 2.600 -1.241 -0.547
H2 2.399 0.527 -0.689
H3 1.421 -0.572 -1.696
H4 0.162 1.316 -0.171
H5 -1.569 -1.201 -0.452
H6 -0.732 -0.405 -1.800
H7 -2.033 0.443 -0.954
H8 -1.739 1.050 1.519
H9 -0.115 0.992 2.247
H10 -1.020 -0.510 1.977

max |F|	0.31	eV/A
lowest unoccupied orbital energy	0.04270	Ha
total charge	0
frontier orbital gap	10.9	eV
relative energy (zero: lowest compared OMol25 entry of this formula, charge and spin)	12.77	kcal/mol
total energy	-6357.2492	eV
spin multiplicity	1
SMILES	COC(C)C


(6)
Below is a cluster of 2 separate species, C4H10O in total, with properties calculated with ωB97M-V with the def2-TZVPD basis set.

CARTESIAN COORDINATES (ANGSTROEM)
C1 -1.243 0.298 2.408
C2 -1.813 -0.261 1.125
C3 -1.368 0.075 -0.072
C4 -1.890 -0.484 -1.378
H1 -0.696 -0.468 2.950
H2 -0.555 1.102 2.137
H3 -2.044 0.664 3.043
H4 -2.622 -0.984 1.147
H5 -0.523 0.742 -0.176
H6 -1.472 -1.470 -1.558
H7 -2.979 -0.518 -1.379
H8 -1.578 0.136 -2.216
H9 6.747 0.181 -2.565
H10 6.030 0.922 -1.511
O1 6.006 0.066 -1.957

max |F|	0.85	eV/A
lowest unoccupied orbital energy	0.03839	Ha
total charge	0
frontier orbital gap	10.2	eV
relative energy (zero: lowest compared OMol25 entry of this formula, charge and spin)	20.60	kcal/mol
total energy	-6356.9096	eV
spin multiplicity	1
SMILES	C/C=C/C.O


(7)
Below is a cluster of 2 separate species, C4H10O in total in a non-equilibrium geometry, with properties calculated with ωB97M-V with the def2-TZVPD basis set.

CARTESIAN COORDINATES (ANGSTROEM)
C1 -1.561 0.708 -0.722
C2 -0.318 0.975 0.093
C3 -0.081 0.029 1.287
C4 0.825 -1.242 0.996
O1 1.210 -0.352 -1.638
H1 -1.599 1.225 -1.676
H2 -1.681 -0.365 -0.914
H3 -2.396 0.986 -0.066
H4 -0.286 1.970 0.557
H5 0.658 0.852 -0.459
H6 -1.016 -0.323 1.729
H7 0.159 -1.979 0.555
H8 1.384 -1.704 1.801
H9 1.391 -0.846 0.127
H10 0.532 0.571 2.032

max |F|	2.79	eV/A
lowest unoccupied orbital energy	-0.11938	Ha
total charge	0
frontier orbital gap	7.7	eV
relative energy (zero: lowest compared OMol25 entry of this formula, charge and spin)	163.66	kcal/mol
total energy	-6350.7061	eV
spin multiplicity	1


(8)
Below is a structure of composition C4H10O, with properties calculated with ωB97M-V with the def2-TZVPD basis set.

CARTESIAN COORDINATES (ANGSTROEM)
C1 2.012 -0.116 0.200
C2 0.913 -0.050 -0.831
C3 -0.273 0.684 -0.629
C4 -1.747 -0.677 0.490
O1 -0.319 1.649 0.299
H1 1.589 -0.080 1.211
H2 2.733 0.709 0.124
H3 2.575 -1.051 0.108
H4 1.106 -0.386 -1.847
H5 -0.230 -0.639 -0.296
H6 -0.983 0.710 -1.452
H7 -1.984 -1.671 0.083
H8 -1.476 -0.777 1.550
H9 -2.674 -0.080 0.432
H10 -1.244 1.777 0.558

max |F|	0.45	eV/A
lowest unoccupied orbital energy	0.02764	Ha
total charge	0
frontier orbital gap	7.7	eV
relative energy (zero: lowest compared OMol25 entry of this formula, charge and spin)	117.71	kcal/mol
total energy	-6352.6986	eV
spin multiplicity	1


(9)
Below is a cluster of 2 separate species, C4H10O in total, with properties calculated with ωB97M-V with the def2-TZVPD basis set.

CARTESIAN COORDINATES (ANGSTROEM)
C1 0.196 1.160 1.030
C2 0.151 -0.181 0.351
C3 1.227 -0.934 0.137
C4 -1.220 -0.605 -0.105
O1 -1.230 -1.973 -0.445
H1 1.221 1.527 1.125
H2 -0.383 1.909 0.475
H3 1.201 1.874 -1.929
H4 -0.238 1.099 2.033
H5 1.144 -1.900 -0.351
H6 1.262 1.171 -1.680
H7 2.215 -0.602 0.449
H8 -1.499 0.020 -0.972
H9 -1.950 -0.381 0.692
H10 -2.097 -2.184 -0.809

max |F|	0.39	eV/A
lowest unoccupied orbital energy	0.03311	Ha
total charge	0
frontier orbital gap	10.2	eV
relative energy (zero: lowest compared OMol25 entry of this formula, charge and spin)	42.28	kcal/mol
total energy	-6355.9696	eV
spin multiplicity	1
SMILES	C=C(C)CO.[H][H]


(10)
Below is a cluster of 2 separate species, C4H10O in total in a non-equilibrium geometry, with properties calculated with ωB97M-V with the def2-TZVPD basis set.

CARTESIAN COORDINATES (ANGSTROEM)
C1 -0.325 2.311 -1.842
C2 -0.724 3.536 -2.163
H1 -1.086 1.593 -1.537
H2 0.654 1.916 -2.104
H3 -1.676 3.870 -1.767
H4 -0.265 4.101 -2.944
C3 0.810 -1.501 1.359
O1 0.938 -2.842 0.838
C4 -0.628 -1.067 1.555
H5 1.337 -0.832 0.650
H6 1.198 -1.620 2.381
H7 0.111 -3.176 0.477
H8 -0.971 -1.078 0.510
H9 -0.622 -0.083 2.022
H10 -1.181 -1.793 2.156

max |F|	1.45	eV/A
lowest unoccupied orbital energy	0.03581	Ha
total charge	0
frontier orbital gap	10.9	eV
relative energy (zero: lowest compared OMol25 entry of this formula, charge and spin)	48.09	kcal/mol
total energy	-6355.7174	eV
spin multiplicity	1
SMILES	C=C.CCO


(11)
Below is an isolated molecule of C4H10O2 in a non-equilibrium geometry, with properties calculated with ωB97M-V with the def2-TZVPD basis set.

CARTESIAN COORDINATES (ANGSTROEM)
C1 -1.249 0.869 2.110
O1 -0.947 -0.025 1.027
C2 -0.407 0.566 -0.235
C3 0.439 -0.594 -0.763
C4 1.229 -0.412 -2.051
O2 1.240 -1.006 0.320
H1 -0.507 1.675 2.183
H2 -2.234 1.319 1.955
H3 -1.273 0.355 3.093
H4 0.138 1.467 0.064
H5 -1.113 0.851 -1.054
H6 -0.337 -1.340 -0.972
H7 1.691 -1.372 -2.314
H8 2.020 0.335 -1.948
H9 0.562 -0.134 -2.879
H10 0.579 -0.920 1.028

max |F|	1.19	eV/A
lowest unoccupied orbital energy	0.03638	Ha
total charge	0
frontier orbital gap	10.8	eV
relative energy (zero: lowest compared OMol25 entry of this formula, charge and spin)	34.69	kcal/mol
total energy	-8404.0427	eV
spin multiplicity	1
SMILES	COC[C@@H](C)O


(12)
Below is a cluster of 2 separate species, C4H10O2 in total, with properties calculated with ωB97M-V with the def2-TZVPD basis set.

CARTESIAN COORDINATES (ANGSTROEM)
C1 -0.150 -0.177 -2.024
O1 -0.965 0.241 -1.058
C2 -0.622 0.898 -0.012
C3 -1.608 1.103 1.077
C4 1.107 -1.258 0.590
O2 2.153 -0.301 0.683
H1 -0.656 -0.659 -2.843
H2 0.773 0.381 -2.159
H3 0.555 -1.156 -0.362
H4 0.415 1.218 0.067
H5 -1.968 2.138 1.119
H6 -1.146 0.885 2.049
H7 -2.468 0.439 0.948
H8 0.457 -1.115 1.455
H9 1.474 -2.291 0.612
H10 2.647 -0.348 -0.143

max |F|	0.93	eV/A
lowest unoccupied orbital energy (spin up / spin down)	0.03563 / 0.02807	Ha
total charge	0
frontier orbital gap (spin up / spin down)	8.3 / 7.7	eV
relative energy (zero: lowest compared OMol25 entry of this formula, charge and spin)	106.29	kcal/mol
total energy	-8400.9378	eV
spin multiplicity	1


(13)
Below is a cluster of 3 separate species, C4H10O2 in total in a non-equilibrium geometry, with properties calculated with ωB97M-V with the def2-TZVPD basis set.

CARTESIAN COORDINATES (ANGSTROEM)
C1 -0.337 -2.740 0.200
C2 -0.410 -1.497 -0.286
C3 -1.724 -0.882 -0.468
C4 -1.809 0.398 -0.865
H1 -1.249 -3.334 0.332
H2 0.564 -3.349 0.167
H3 0.539 -0.997 -0.414
H4 -2.619 -1.495 -0.536
H5 -2.747 0.831 -1.132
H6 -0.898 0.997 -0.876
H7 -0.558 2.937 0.597
H8 0.828 3.521 0.500
O1 -0.055 3.734 0.809
H9 2.988 -0.153 1.215
H10 3.458 0.702 -0.022
O2 3.238 -0.174 0.304

max |F|	2.13	eV/A
lowest unoccupied orbital energy	0.01412	Ha
total charge	0
frontier orbital gap	9.4	eV
relative energy (zero: lowest compared OMol25 entry of this formula, charge and spin)	48.58	kcal/mol
total energy	-8403.4405	eV
spin multiplicity	1
SMILES	C=CC=C.O.O


(14)
Below is an isolated molecule of C4H10O2 in a non-equilibrium geometry, with properties calculated with ωB97M-V with the def2-TZVPD basis set.

CARTESIAN COORDINATES (ANGSTROEM)
C1 0.950 1.892 -0.244
O1 0.784 -0.040 0.945
C2 0.132 -0.727 -0.085
C3 -0.348 -2.056 0.457
C4 -1.004 0.261 -0.487
O2 -0.589 1.522 0.113
H1 1.458 1.215 -0.950
H2 0.716 2.841 -0.675
H3 1.630 1.992 0.625
H4 0.757 -0.909 -0.985
H5 0.516 -2.674 0.720
H6 -0.973 -2.601 -0.255
H7 -0.920 -1.864 1.371
H8 -1.142 0.439 -1.553
H9 -1.971 -0.077 -0.066
H10 0.004 0.785 1.067

max |F|	3.14	eV/A
lowest unoccupied orbital energy	0.03678	Ha
total charge	0
frontier orbital gap	10.3	eV
relative energy (zero: lowest compared OMol25 entry of this formula, charge and spin)	76.85	kcal/mol
total energy	-8402.2144	eV
spin multiplicity	1
SMILES	COC[C@H](C)O


(15)
Below is an isolated molecule of C4H10O2, with properties calculated with ωB97M-V with the def2-TZVPD basis set.

CARTESIAN COORDINATES (ANGSTROEM)
C1 -1.166 0.391 1.641
O1 0.055 0.005 1.053
C2 -0.002 -0.245 -0.345
C3 -0.371 0.983 -1.166
C4 1.383 -0.771 -0.691
O2 1.687 -1.942 0.028
H1 -2.028 0.002 1.082
H2 -1.197 -0.019 2.655
H3 -1.254 1.484 1.702
H4 -0.738 -1.048 -0.525
H5 -1.285 1.455 -0.791
H6 -0.554 0.696 -2.208
H7 0.432 1.728 -1.145
H8 1.440 -1.016 -1.757
H9 2.113 0.029 -0.485
H10 1.487 -1.733 0.951

max |F|	0.39	eV/A
lowest unoccupied orbital energy	0.03730	Ha
total charge	0
frontier orbital gap	11.1	eV
relative energy (zero: lowest compared OMol25 entry of this formula, charge and spin)	23.99	kcal/mol
total energy	-8404.5069	eV
spin multiplicity	1
SMILES	CO[C@@H](C)CO